The following is a quantum chemistry calculation of a single C6H7BrClFN2 molecule, from the Open Molecules 2025 dataset.

## Properties
frontier orbital gap (alpha / beta)	7.32 / 7.32	eV
highest occupied orbital energy (alpha / beta)	-8.127 / -8.128	eV
SMILES	C[C@@H](Br)C1=C(F)C=NCN1Cl
relative energy (zero: lowest compared OMol25 entry of this formula, charge and spin)	0.0	kcal/mol
LUMO level (alpha / beta)	-0.8 / -0.8	eV

Geometry (Å):
1 C -2.41 0.30 -0.20
2 C -1.38 0.25 0.86
3 Br -1.64 -1.22 2.20
4 C -0.07 0.17 0.21
5 C 0.41 -1.24 -0.60
6 F -0.35 -2.32 -0.88
7 C 1.77 -1.41 -0.35
8 N 2.64 -0.48 -0.22
9 C 2.03 0.77 -0.60
10 N 0.93 1.03 0.23
11 Cl 1.23 2.05 1.65
12 H -3.52 0.29 0.22
13 H -2.13 1.07 -0.89
14 H -2.44 -0.51 -0.84
15 H -1.50 1.18 1.51
16 H 2.11 -2.37 -0.21
17 H 2.76 1.62 -0.47
18 H 1.55 0.82 -1.61

Atomic partial charges in e from the natural (NBO) method, atoms 1 to 5:
1 C -0.623
2 C -0.293
3 Br 0.002
4 C 0.227
5 C 0.243

---

The following is a quantum chemistry calculation of 14 unconnected molecules or ions with the total composition CH30NO14, from the Open Molecules 2025 dataset.

## Properties
frontier orbital gap	9.09	eV
highest occupied orbital energy	-6.438	eV
LUMO level	2.6	eV
net charge	-1

Geometry (Å):
1 N -1.71 0.69 -1.00
2 C -1.26 -0.66 -0.75
3 O -0.52 -0.75 0.35
4 H -0.96 1.50 -0.95
5 H -2.34 1.01 -0.25
6 H -2.11 -1.37 -0.81
7 H -0.73 -1.14 -1.60
8 H -1.99 1.57 2.45
9 H -0.85 2.61 2.46
10 O -1.88 2.64 2.28
11 H 1.71 -1.48 1.46
12 H 1.86 -0.20 2.12
13 O 2.11 -1.01 2.23
14 H 0.18 -4.03 -1.25
15 H 1.26 -3.48 -0.38
16 O 0.99 -3.45 -1.29
17 H 1.30 -0.25 -0.17
18 H 1.26 0.21 -1.67
19 O 1.90 -0.17 -0.87
20 H 1.29 3.71 -1.98
21 H -0.07 3.97 -1.32
22 O 0.81 3.76 -1.16
23 H -0.72 -2.49 -0.06
24 H -1.65 -3.22 0.92
25 O -1.01 -3.38 0.17
26 H 3.88 -0.79 1.94
27 H 3.59 0.64 1.44
28 O 4.24 -0.02 1.50
29 H -0.14 -0.41 -3.63
30 H -0.51 1.09 -3.35
31 O 0.01 0.49 -3.85
32 H -2.05 -1.46 3.31
33 H -0.80 -1.86 2.53
34 O -1.52 -2.27 3.11
35 H 1.06 2.28 0.45
36 H 0.15 1.16 0.52
37 O 0.93 1.48 0.91
38 H 1.89 -2.15 -3.09
39 H 2.00 -0.71 -2.96
40 O 2.12 -1.45 -3.66
41 H -1.58 3.16 0.69
42 H -2.42 3.16 -0.68
43 O -1.78 3.40 -0.23
44 H -1.19 -0.34 1.61
45 H -2.83 -0.03 2.13
46 O -1.95 0.05 2.36

Atomic partial charges in e from the natural (NBO) method, atoms 1 to 5:
1 N -0.910
2 C 0.066
3 O -0.950
4 H 0.365
5 H 0.355

---

The following is a quantum chemistry calculation of a molecular structure, C6H9NiO5, from the Open Molecules 2025 dataset.

## Properties
frontier orbital gap (alpha / beta)	6.47 / 8.48	eV
highest occupied orbital energy (alpha / beta)	-7.108 / -9.646	eV
⟨S²⟩	3.753
2S+1	4
LUMO level (alpha / beta)	-0.6 / -1.2	eV

Geometry (Å):
1 O -0.02 0.91 0.74
2 C -0.50 0.92 -0.55
3 O -1.19 1.80 -1.01
4 O 0.68 0.48 -1.19
5 C 0.85 0.64 -2.55
6 C -0.85 1.50 1.77
7 H -0.91 2.57 1.55
8 H -1.86 1.07 1.71
9 C -0.22 1.20 3.10
10 H 0.06 0.14 3.17
11 H 0.67 1.83 3.27
12 H -0.95 1.41 3.90
13 C 1.83 0.01 -3.19
14 H 0.00 1.12 -3.04
15 H 1.90 0.11 -4.27
16 H 2.40 -0.79 -2.72
17 O -1.83 -3.03 0.41
18 C -1.01 -2.15 0.27
19 O 0.18 -2.03 0.64
20 Ni 1.49 -0.61 0.61
21 H -1.34 -0.95 -0.24

Atomic partial charges in e from the natural (NBO) method, atoms 1 to 5:
1 O -0.596
2 C 0.986
3 O -0.545
4 O -0.590
5 C 0.108

---

The following is a quantum chemistry calculation of a molecular structure, C54H47NiO6P2SSi, from the Open Molecules 2025 dataset.

## Properties
frontier orbital gap (alpha / beta)	6.37 / 7.18	eV
highest occupied orbital energy (alpha / beta)	-4.110 / -4.919	eV
⟨S²⟩	2.012
2S+1	3
LUMO level (alpha / beta)	2.3 / 2.3	eV
net charge	-1

Geometry (Å):
1 Ni -0.13 -0.03 0.93
2 O -4.72 2.14 1.77
3 S -3.42 1.77 1.13
4 C -3.78 1.64 -0.64
5 C -5.07 1.99 -1.01
6 C -5.41 2.02 -2.36
7 C -4.45 1.70 -3.31
8 C -3.18 1.32 -2.92
9 C -2.81 1.26 -1.57
10 P -1.15 0.57 -1.08
11 C -1.08 -0.69 -2.40
12 C -0.44 -0.52 -3.63
13 C -0.57 -1.49 -4.62
14 C -1.31 -2.64 -4.38
15 C -1.93 -2.82 -3.15
16 C -1.82 -1.85 -2.17
17 C -0.01 1.86 -1.69
18 C 1.35 1.53 -1.66
19 C 2.30 2.45 -2.06
20 C 1.92 3.73 -2.44
21 C 0.57 4.08 -2.44
22 C -0.39 3.14 -2.08
23 C -2.50 3.32 0.95
24 C -3.19 4.42 0.44
25 C -2.55 5.63 0.30
26 C -1.22 5.75 0.69
27 C -0.55 4.66 1.23
28 C -1.18 3.42 1.37
29 P -0.39 1.95 2.17
30 C -1.33 2.05 3.74
31 C -1.39 3.24 4.47
32 C -2.15 3.31 5.62
33 C -2.86 2.19 6.06
34 C -2.80 1.02 5.34
35 C -2.04 0.94 4.18
36 C 1.26 2.61 2.60
37 C 2.12 2.95 1.56
38 C 3.43 3.32 1.81
39 C 3.90 3.35 3.12
40 C 3.05 3.00 4.16
41 C 1.74 2.63 3.91
42 H -5.78 2.24 -0.24
43 H -6.41 2.28 -2.66
44 H -4.70 1.73 -4.36
45 H -2.46 1.03 -3.67
46 H 0.15 0.36 -3.82
47 H -0.05 -1.36 -5.56
48 H -1.39 -3.40 -5.15
49 H -2.48 -3.73 -2.94
50 H -2.29 -2.00 -1.21
51 H 1.64 0.54 -1.31
52 H 3.35 2.18 -2.04
53 H 2.66 4.46 -2.74
54 H 0.27 5.08 -2.73
55 H -1.44 3.42 -2.09
56 H -4.23 4.30 0.16
57 H -3.08 6.49 -0.10
58 H -0.70 6.70 0.60
59 H 0.48 4.78 1.55
60 H -0.85 4.11 4.12
61 H -2.20 4.24 6.18
62 H -3.45 2.25 6.96
63 H -3.35 0.14 5.67
64 H -2.01 0.03 3.60
65 H 1.77 2.89 0.53
66 H 4.08 3.58 0.99
67 H 4.93 3.62 3.32
68 H 3.42 2.98 5.18
69 H 1.10 2.34 4.73
70 O 2.65 -0.75 4.34
71 C 1.96 -0.61 3.38
72 O 1.87 -0.17 2.26
73 C 0.08 -1.54 3.74
74 O 0.05 -1.89 4.88
75 O -0.56 -1.47 2.71
76 C 3.57 -4.59 -0.23
77 C 2.89 -3.36 0.40
78 C 3.92 -2.22 0.48
79 C 2.43 -3.72 1.82
80 Si 1.37 -2.78 -0.60
81 O 0.82 -1.36 -0.18
82 C 1.96 -2.72 -2.42
83 C 2.68 -1.59 -2.82
84 C 3.17 -1.45 -4.11
85 C 2.96 -2.45 -5.05
86 C 2.25 -3.58 -4.68
87 C 1.75 -3.71 -3.38
88 C 0.05 -4.14 -0.40
89 C -1.08 -3.81 0.35
90 C -2.09 -4.73 0.58
91 C -2.00 -6.02 0.06
92 C -0.88 -6.37 -0.67
93 C 0.14 -5.45 -0.89
94 H 4.44 -4.87 0.37
95 H 3.91 -4.39 -1.24
96 H 2.90 -5.45 -0.25
97 H 4.74 -2.50 1.14
98 H 3.46 -1.31 0.87
99 H 4.35 -2.00 -0.50
100 H 3.29 -3.95 2.46
101 H 1.77 -4.59 1.81
102 H 1.88 -2.90 2.27
103 H 2.86 -0.80 -2.10
104 H 3.72 -0.55 -4.38
105 H 3.34 -2.35 -6.05
106 H 2.06 -4.36 -5.40
107 H 1.17 -4.58 -3.14
108 H -1.15 -2.82 0.78
109 H -2.95 -4.45 1.18
110 H -2.79 -6.74 0.24
111 H -0.79 -7.38 -1.07
112 H 1.01 -5.77 -1.44

Atomic partial charges in e from the Löwdin method, atoms 1 to 5:
1 Ni 0.089
2 O -0.501
3 S 0.967
4 C -0.370
5 C -0.090

---

The following is a quantum chemistry calculation of 2 unconnected molecules or ions with the total composition C3H11N3O, from the Open Molecules 2025 dataset.

## Properties
frontier orbital gap	9.59	eV
highest occupied orbital energy	-8.955	eV
SMILES	[H]/N=C(\N)NCC.O
relative energy (zero: lowest compared OMol25 entry of this formula, charge and spin)	40.7	kcal/mol
LUMO level	0.6	eV

Geometry (Å):
1 H -2.09 1.23 1.30
2 N -1.45 0.88 0.59
3 C -0.56 0.07 1.04
4 N -0.26 -0.02 2.38
5 N 0.60 -0.24 0.21
6 C 0.65 -1.49 -0.43
7 C 0.12 -1.55 -1.89
8 H 0.72 0.20 2.59
9 H -0.78 0.43 3.08
10 H 0.92 0.62 -0.29
11 H 1.64 -1.93 -0.49
12 H 0.18 -2.32 0.19
13 H 0.96 -1.69 -2.59
14 H -0.56 -2.41 -2.01
15 H -0.45 -0.60 -2.07
16 O 0.45 2.97 -0.72
17 H -0.36 2.60 -1.06
18 H 0.28 3.25 0.18

Atomic partial charges in e from the natural (NBO) method, atoms 1 to 5:
1 H 0.330
2 N -0.729
3 C 0.588
4 N -0.840
5 N -0.695

---

The following is a quantum chemistry calculation of 2 unconnected molecules or ions with the total composition C3H9NO, from the Open Molecules 2025 dataset.

## Properties
frontier orbital gap	8.98	eV
highest occupied orbital energy	-8.088	eV
SMILES	C=C(C)N.O
relative energy (zero: lowest compared OMol25 entry of this formula, charge and spin)	54.0	kcal/mol
LUMO level	0.9	eV

Geometry (Å):
1 C -0.64 -1.24 -0.65
2 C -0.27 0.11 -0.63
3 C 1.22 0.63 -0.80
4 N -1.13 1.12 -0.45
5 H -1.54 -1.63 -0.46
6 H 0.13 -2.07 -0.70
7 H 1.74 0.66 0.18
8 H 1.11 1.62 -1.17
9 H 1.76 -0.09 -1.46
10 H -0.73 2.12 -0.57
11 H -2.21 1.10 -0.72
12 O 0.62 -0.59 2.06
13 H 0.69 -1.26 2.79
14 H 0.13 -0.58 1.21

Atomic partial charges in e from the natural (NBO) method, atoms 1 to 5:
1 C -0.573
2 C 0.191
3 C -0.646
4 N -0.818
5 H 0.194